[1]
C27H41NP2Sn as an isolated structure in a non-equilibrium geometry, computed with the ωB97M-V functional and the def2-TZVPD basis.

The geometry in XYZ format:
```
72
Properties=species:S:1:pos:R:3:forces:R:3
P 0.693 -2.731 -0.850 -0.4 0.5 -0.5
P 0.562 1.080 -0.157 -0.6 -0.5 -1.9
C 1.232 -1.262 -1.912 -0.4 0.1 -0.8
C 1.712 0.065 -1.221 0.7 -0.2 -0.4
H 0.379 -1.016 -2.590 0.8 -0.1 0.5
H 1.935 -1.671 -2.662 0.4 0.6 0.6
H 2.497 -0.203 -0.490 0.0 0.3 -0.4
H 2.113 0.747 -1.992 0.4 -0.5 0.3
C -0.565 2.249 -0.975 0.0 0.8 -0.4
H -0.814 3.065 -0.279 0.5 -0.1 -0.2
H -1.547 1.799 -1.174 0.3 0.1 -0.1
H -0.125 2.625 -1.905 -0.3 0.3 0.1
C 1.667 2.207 0.737 0.5 0.1 0.6
H 1.659 3.205 0.227 0.1 -0.9 0.4
H 2.697 1.782 0.757 -0.7 0.4 0.0
H 1.310 2.335 1.782 0.2 0.1 -0.5
C -0.126 -3.975 -1.945 0.3 0.0 -0.5
H -0.037 -4.952 -1.449 0.1 0.3 -0.1
H 0.291 -4.012 -2.962 -0.1 -0.4 0.6
H -1.193 -3.760 -2.052 0.2 0.0 0.3
C 2.314 -3.509 -0.546 -0.2 -0.5 0.5
H 3.051 -2.717 -0.278 -0.4 -0.8 -0.1
H 2.592 -4.075 -1.458 0.2 0.4 0.5
H 2.135 -4.233 0.286 0.6 0.6 -0.6
Sn -1.354 -0.777 -1.005 0.2 -0.5 3.5
C 0.206 0.706 -4.102 -0.1 0.9 -0.6
C -1.102 0.576 -3.816 -0.1 1.5 -0.9
C -2.114 0.010 -4.787 -0.5 -0.4 0.2
C -1.726 -1.350 -5.382 0.0 0.2 -0.6
C -0.833 -2.165 -4.478 -0.3 -1.5 -0.8
C 0.497 -2.183 -4.554 0.3 -1.0 -1.3
C 1.341 -1.249 -5.389 0.2 0.1 0.4
C 0.866 0.221 -5.383 0.2 0.1 -0.8
C -0.291 -0.709 1.387 -0.7 -0.6 1.5
H 0.870 1.382 -3.546 -0.5 -0.5 0.3
H -1.601 1.140 -3.012 0.8 -0.3 -0.5
H -2.339 0.729 -5.606 0.2 -0.3 0.6
H -3.064 -0.169 -4.261 0.2 0.4 0.0
H -2.653 -1.898 -5.626 0.4 0.0 0.3
H -1.262 -1.196 -6.370 0.2 -0.1 0.4
H -1.338 -2.994 -3.948 0.4 0.7 -0.2
H 1.082 -3.046 -4.175 -0.6 0.9 0.1
H 1.462 -1.618 -6.429 -0.2 0.1 0.5
H 2.359 -1.239 -4.974 -0.2 -0.2 0.0
H 1.773 0.810 -5.616 -0.5 0.0 0.4
H 0.237 0.392 -6.267 -0.2 0.0 0.4
H -0.003 0.284 1.800 -0.7 -0.8 0.3
H 0.601 -1.362 1.535 -0.6 0.4 -0.7
H -1.077 -1.105 2.057 0.3 0.2 -0.2
C 0.626 4.995 4.084 0.6 0.9 -0.2
C -0.199 4.600 3.030 0.0 0.3 -0.4
C -0.816 3.369 3.016 0.1 -0.3 0.2
C -0.651 2.449 4.101 0.1 -0.9 0.1
C 0.099 2.912 5.225 0.2 0.3 -0.2
C 0.768 4.134 5.168 -0.2 -0.3 0.6
N -1.204 1.224 3.968 -0.6 0.7 -0.6
C -1.228 0.249 4.918 0.6 -0.4 -0.2
C -0.113 -0.133 5.719 -0.1 0.3 0.0
C -0.223 -1.103 6.703 -0.3 -0.1 -0.2
C -1.431 -1.808 6.839 0.2 -0.1 0.2
C -2.486 -1.547 5.953 0.1 -0.4 0.3
C -2.390 -0.566 4.993 0.7 0.4 0.1
H 1.168 5.967 4.048 -0.5 -0.9 0.1
H -0.366 5.274 2.180 0.1 -0.1 0.3
H -1.459 3.060 2.184 0.1 0.1 0.3
H 0.156 2.266 6.105 0.1 0.4 -0.3
H 1.404 4.416 6.018 -0.3 0.0 -0.3
H 0.852 0.361 5.560 -0.5 -0.1 0.1
H 0.655 -1.276 7.340 -0.5 -0.2 -0.2
H -1.557 -2.573 7.608 0.1 0.2 -0.2
H -3.403 -2.130 6.026 0.2 0.0 0.0
H -3.168 -0.373 4.267 -0.2 0.1 0.1
```
Positions in Å, forces in eV/Å.

## Properties
- Energy: -2004.8003 Ha
- Net charge: 0
- Highest occupied orbital energy (alpha / beta): -0.174 / -0.174 Eh
- Frontier orbital gap (alpha / beta): 3.45 / 3.39 eV

***

[2]
A 12-piece molecular cluster, C48H112N8O20 overall in a non-equilibrium geometry, computed with the ωB97M-V functional and the def2-TZVPD basis.

The geometry in XYZ format:
```
188
Properties=species:S:1:pos:R:3:forces:R:3
C 4.174 2.185 3.434 -0.5 -0.5 -0.1
C 2.846 1.997 4.154 0.3 -0.7 -1.0
C 2.920 1.397 5.511 0.5 -0.3 1.2
O 1.709 1.922 6.119 0.9 -0.9 -0.3
C 1.465 3.063 5.498 -1.5 3.8 0.7
O 0.697 3.904 5.929 0.9 -1.5 -0.9
O 2.238 3.287 4.386 -0.5 -1.3 1.2
H 4.812 1.273 3.484 -0.3 0.9 0.5
H 4.612 3.124 3.815 0.3 -0.7 -0.1
H 3.939 2.283 2.384 0.1 0.4 -0.4
H 2.097 1.372 3.644 0.5 0.3 -0.5
H 3.807 1.760 6.056 -0.4 0.0 0.1
H 2.912 0.299 5.558 -0.2 0.5 -0.3
C 3.840 -0.119 -0.324 -0.9 0.9 1.0
C 4.467 -1.422 -0.572 1.3 -1.1 0.4
C 3.797 -2.420 -1.457 -0.9 -1.3 -1.5
O 4.825 -3.103 -2.256 1.3 2.1 1.6
C 6.001 -2.363 -1.978 0.3 -1.0 -1.4
O 7.072 -2.592 -2.477 -1.2 0.0 0.4
O 5.770 -1.368 -1.134 1.0 0.7 -0.8
H 3.722 0.579 -1.144 0.2 -0.2 -0.4
H 4.347 0.410 0.518 -0.4 -0.4 -0.6
H 2.816 -0.385 0.008 0.4 0.4 0.1
H 4.698 -1.891 0.368 -0.6 -0.2 0.7
H 3.120 -1.978 -2.182 -0.2 0.3 0.0
H 3.285 -3.208 -0.919 -0.2 0.0 0.3
C 1.632 -2.842 -5.387 0.8 1.4 -0.5
C 0.648 -3.416 -4.444 -1.0 0.1 0.8
C 0.853 -4.876 -4.065 0.1 -0.7 0.3
O 1.024 -4.890 -2.657 -0.3 1.7 1.3
C 0.700 -3.639 -2.147 1.1 -0.3 -1.9
O 0.632 -3.366 -1.003 -0.3 -0.1 1.5
O 0.602 -2.698 -3.116 0.2 -1.9 -1.4
H 1.659 -1.757 -5.268 -0.3 0.1 -0.1
H 1.389 -3.016 -6.441 -0.2 -0.2 0.3
H 2.671 -3.117 -5.246 0.2 -0.6 0.3
H -0.357 -3.330 -4.846 -0.1 0.4 0.0
H 1.747 -5.338 -4.523 -0.5 0.2 0.1
H -0.048 -5.482 -4.203 0.2 0.0 -0.7
C -1.252 -0.057 -0.581 0.1 1.0 0.5
C -0.941 0.722 0.691 -0.2 -1.8 1.2
C -0.179 -0.075 1.818 -1.8 0.5 -0.9
O 1.149 0.351 1.661 0.2 0.4 0.1
C 1.102 1.550 1.061 2.5 1.0 -1.5
O 2.089 2.233 0.899 -1.0 -0.3 0.5
O -0.075 1.832 0.511 0.2 0.0 0.0
H -0.454 -0.675 -0.989 0.0 0.0 0.1
H -1.517 0.731 -1.252 0.0 0.4 -1.1
H -2.183 -0.589 -0.437 0.0 -0.5 0.2
H -1.862 1.099 1.103 -0.3 0.1 0.1
H -0.260 -1.149 1.678 0.1 0.0 0.3
H -0.573 0.299 2.759 0.1 -0.5 0.4
C 4.662 4.321 -4.843 -0.1 0.4 1.4
O 3.486 3.583 -5.107 0.2 -1.5 1.1
C 3.517 2.307 -4.321 1.0 2.0 -1.3
C 2.163 1.695 -4.106 -0.4 -0.6 -0.3
C 1.324 2.354 -2.985 0.7 0.8 -0.7
N 2.495 0.316 -3.731 -0.6 0.0 1.2
H 5.636 3.906 -5.126 -0.3 -0.4 -0.7
H 4.774 4.427 -3.743 -0.1 0.2 -0.3
H 4.546 5.323 -5.247 0.0 -0.1 -0.3
H 4.205 1.664 -4.908 -0.5 -0.1 0.4
H 3.976 2.506 -3.345 0.0 0.0 -0.1
H 1.622 1.662 -5.081 0.0 0.6 0.6
H 1.863 2.484 -2.035 0.2 -0.2 -0.3
H 0.470 1.740 -2.772 -0.5 -0.1 0.1
H 1.001 3.364 -3.312 0.0 -0.6 0.2
H 3.009 -0.141 -4.445 0.6 -0.4 -0.7
H 1.679 -0.256 -3.539 -0.1 0.2 0.1
C 1.564 -2.307 5.083 0.1 -0.5 -0.2
O 2.038 -1.482 4.040 0.3 0.6 0.1
C 2.678 -2.173 2.979 0.3 0.0 1.0
C 4.051 -2.713 3.316 1.3 0.3 -0.5
C 4.975 -1.508 3.549 -0.6 -0.2 1.8
N 4.542 -3.356 2.086 -0.6 -0.3 0.1
H 1.226 -1.655 5.893 0.1 -0.1 -0.1
H 2.354 -3.005 5.450 -0.5 0.5 -0.1
H 0.702 -2.900 4.727 0.2 0.1 0.2
H 2.034 -2.962 2.656 -0.4 -0.5 -0.6
H 2.915 -1.458 2.200 -0.7 0.2 -0.3
H 4.122 -3.425 4.149 -0.4 0.3 0.2
H 5.997 -1.832 3.734 0.2 0.1 -0.5
H 4.705 -1.013 4.522 0.0 -0.1 -1.0
H 4.847 -0.824 2.704 0.4 0.0 0.2
H 5.510 -3.640 2.234 -0.5 -0.3 -0.3
H 3.903 -4.126 1.834 0.8 0.2 0.1
C -5.386 -4.727 2.330 -0.4 -0.4 0.0
O -4.692 -3.572 1.959 1.3 0.5 1.2
C -3.867 -3.226 3.113 -1.6 -1.0 -0.3
C -2.909 -2.143 2.852 1.8 1.1 0.3
C -2.095 -2.070 4.146 0.2 -0.6 0.8
N -3.421 -0.821 2.486 0.1 -0.4 -0.5
H -5.863 -5.112 1.450 -0.1 -0.4 -0.6
H -6.217 -4.478 3.014 0.5 -0.3 0.3
H -4.675 -5.488 2.732 -0.8 0.4 -0.1
H -4.560 -2.947 3.947 0.5 -0.1 -0.4
H -3.292 -4.125 3.452 -0.5 0.5 -0.4
H -2.178 -2.409 2.046 -0.7 -0.2 0.4
H -1.270 -1.395 4.085 0.5 0.8 -0.2
H -1.628 -3.037 4.402 -0.3 0.2 -0.3
H -2.677 -1.790 5.043 -0.1 0.0 -0.5
H -4.232 -0.937 1.906 -0.4 0.1 -0.5
H -3.729 -0.241 3.242 0.0 0.0 0.8
C -2.037 4.645 -1.431 -1.2 -1.2 -0.2
O -2.120 4.701 -0.024 0.4 0.1 -1.0
C -1.065 5.471 0.435 0.4 0.7 0.9
C -1.255 5.710 1.907 0.2 1.7 0.5
C -1.190 4.499 2.773 1.3 -1.1 0.5
N -2.432 6.534 2.317 0.4 -1.4 -0.3
H -1.121 4.093 -1.797 -1.0 0.2 0.4
H -2.018 5.641 -1.852 0.1 0.5 -0.2
H -3.026 4.188 -1.705 1.2 0.0 -0.4
H -0.072 5.036 0.263 -0.1 -0.6 0.0
H -0.951 6.460 -0.053 -0.7 -0.1 -0.2
H -0.355 6.301 2.118 -0.1 0.1 0.5
H -1.038 4.802 3.811 -0.3 -0.1 -0.1
H -0.298 3.891 2.521 -0.3 0.3 0.0
H -2.021 3.812 2.699 -0.6 0.1 -0.1
H -3.276 6.061 1.982 0.3 0.6 0.0
H -2.376 7.490 2.010 -0.1 0.1 -0.4
C 4.204 4.943 0.677 0.0 1.3 -0.5
O 3.800 6.000 -0.154 -1.1 0.8 -1.7
C 2.830 5.673 -1.195 1.3 -0.3 0.7
C 2.518 6.936 -1.953 -0.8 -0.4 -0.7
C 1.236 6.702 -2.888 1.8 0.0 1.0
N 3.693 7.467 -2.719 -1.5 -0.8 0.0
H 5.038 5.396 1.211 0.3 -0.6 0.2
H 4.484 4.122 0.032 0.2 -0.8 0.4
H 3.402 4.764 1.368 -0.3 -0.9 0.5
H 3.276 4.975 -1.911 0.2 -0.4 0.0
H 1.963 5.157 -0.775 -0.2 0.2 0.2
H 2.282 7.649 -1.189 -0.3 0.8 0.3
H 0.961 7.695 -3.222 -0.2 0.0 -0.5
H 0.382 6.254 -2.339 0.6 0.2 -0.2
H 1.579 6.041 -3.708 -0.5 0.4 0.2
H 4.439 7.586 -2.064 0.4 0.2 0.6
H 4.008 6.697 -3.302 0.0 0.1 -0.3
C -3.210 -2.485 -3.040 0.3 0.5 0.7
O -2.359 -1.583 -3.753 -0.8 0.8 -0.4
C -3.152 -0.581 -4.463 -0.1 -1.0 0.9
C -2.332 0.277 -5.398 1.2 -0.8 0.4
C -1.592 1.340 -4.571 -1.0 0.2 -0.3
N -3.111 0.918 -6.408 -0.2 0.7 -0.4
H -3.553 -3.349 -3.657 0.1 0.7 0.3
H -4.042 -1.944 -2.524 0.2 -0.4 -0.8
H -2.606 -2.823 -2.195 0.1 -0.5 -0.2
H -3.884 -1.166 -5.025 -0.4 0.4 -0.1
H -3.630 0.109 -3.726 -0.1 -0.6 -0.3
H -1.667 -0.433 -5.927 0.2 0.5 0.3
H -1.072 0.946 -3.702 -0.2 -0.2 0.0
H -2.406 2.041 -4.239 0.9 -0.4 -0.1
H -0.885 1.888 -5.180 0.1 0.2 -0.1
H -3.899 1.430 -6.028 0.0 -0.1 -0.2
H -3.368 0.315 -7.175 -0.3 0.0 0.2
C -0.502 -5.991 5.561 -1.7 0.6 -0.2
O -0.528 -5.287 4.326 0.2 0.1 0.3
C 0.708 -5.388 3.645 0.1 -1.9 -0.9
C 0.474 -4.976 2.179 -0.4 0.9 0.3
C -0.767 -5.596 1.539 -1.2 0.4 0.9
N 1.657 -5.105 1.329 0.3 0.3 1.0
H -0.337 -7.055 5.408 0.7 -0.1 0.1
H -1.513 -5.941 6.017 0.4 0.2 -0.4
H 0.151 -5.464 6.237 0.7 -0.4 0.4
H 1.553 -4.854 4.109 -0.4 0.2 -0.1
H 1.002 -6.477 3.672 0.0 0.7 -0.2
H 0.281 -3.880 2.220 0.1 -0.4 0.0
H -0.786 -5.381 0.483 0.2 0.0 -0.4
H -1.750 -5.245 1.936 0.9 0.2 0.0
H -0.838 -6.649 1.721 0.4 -0.9 -0.2
H 1.419 -4.560 0.525 0.3 0.1 -0.8
H 1.884 -6.045 1.036 -0.3 -0.2 0.1
C -9.400 -1.309 -2.597 0.0 -0.3 0.2
O -8.213 -0.870 -1.986 0.3 0.1 -1.5
C -7.999 -1.243 -0.676 0.0 0.6 0.5
C -7.036 -0.231 -0.097 0.3 0.4 0.7
C -5.686 -0.167 -0.795 0.1 0.4 0.1
N -6.906 -0.402 1.372 -0.4 -0.9 -0.1
H -9.440 -2.405 -2.675 0.1 0.1 -0.1
H -9.430 -0.863 -3.603 -0.2 -0.2 0.5
H -10.261 -1.020 -1.978 -0.1 0.2 -0.3
H -8.954 -1.197 -0.143 0.0 -0.1 0.3
H -7.561 -2.224 -0.522 0.0 -0.7 -0.4
H -7.480 0.739 -0.252 -0.4 0.5 0.1
H -5.117 0.729 -0.489 -0.4 -0.3 0.0
H -5.791 -0.140 -1.889 0.0 -0.2 0.4
H -5.103 -1.016 -0.478 0.4 -0.6 -0.1
H -6.621 -1.388 1.607 -0.4 1.2 -0.4
H -7.873 -0.270 1.721 1.0 -0.3 0.2
```
Positions in Å, forces in eV/Å.

## Properties
- Energy: -3838.7932 Ha
- Net charge: 0
- Highest occupied orbital energy: -0.321 Eh
- Frontier orbital gap: 8.94 eV
- SMILES: C[C@H]1COC(=O)O1.C[C@H]1COC(=O)O1.C[C@H]1COC(=O)O1.C[C@H]1COC(=O)O1.COC[C@H](C)N.COC[C@H](C)N.COC[C@H](C)N.COC[C@H](C)N.COC[C@H](C)N.COC[C@H](C)N.COC[C@H](C)N.COC[C@H](C)N

***

Q: Which of these has the highest energy?
A: C27H41NP2Sn

***

Q: Which of these has the lowest energy?
A: C48H112N8O20